(1)
Computed, not measured: 13 unconnected molecules or ions with the total composition C26H54N8O5, with ωB97M-V/def2-TZVPD.

XYZ file:
```
93
C26H54N8O5 | the OMol25 dataset | ωB97M-V/def2-TZVPD
C -2.763 1.509 -3.747
C -1.234 1.391 -4.033
O -0.660 0.169 -3.492
H -3.250 0.708 -4.297
H -3.097 2.553 -4.151
H -2.947 1.473 -2.667
H -0.647 2.213 -3.559
H -1.197 1.447 -5.130
H 0.235 0.076 -3.929
C 3.157 -2.291 3.207
C 3.350 -1.449 1.913
O 2.192 -0.961 1.393
H 4.076 -2.677 3.444
H 2.475 -3.070 2.883
H 2.639 -1.642 3.928
H 3.863 -1.928 1.099
H 4.013 -0.600 2.194
H 1.693 -0.500 2.099
C 2.889 2.572 3.082
C 1.968 1.864 3.998
O 1.230 0.793 3.335
H 3.782 1.945 2.922
H 3.204 3.532 3.481
H 2.463 2.818 2.096
H 1.222 2.564 4.327
H 2.561 1.428 4.737
H 0.596 0.355 3.947
C -0.175 1.487 -0.190
C -0.184 -0.059 -0.377
O 1.041 -0.537 -0.916
H -0.939 1.597 0.586
H -0.382 2.153 -1.006
H 0.803 1.651 0.270
H -1.026 -0.290 -1.011
H -0.245 -0.391 0.674
H 1.602 -0.760 -0.169
C 3.661 -0.444 -5.340
C 3.260 -0.012 -3.924
O 2.045 -0.555 -3.426
H 3.100 0.041 -6.122
H 3.392 -1.488 -5.445
H 4.739 -0.467 -5.493
H 3.444 1.080 -3.759
H 4.082 -0.378 -3.314
H 1.848 -0.448 -2.484
C -0.429 5.523 0.549
C -1.040 5.046 -0.669
N -1.529 4.691 -1.687
H -0.871 5.235 1.463
H -0.505 6.620 0.587
H 0.634 5.285 0.520
C -4.149 0.311 5.836
C -3.054 1.183 5.384
N -2.101 1.785 5.176
H -4.874 0.078 5.036
H -4.694 0.709 6.692
H -3.828 -0.595 6.208
C 4.215 3.678 -1.828
C 3.537 4.132 -0.622
N 2.947 4.505 0.288
H 3.604 3.751 -2.723
H 4.395 2.614 -1.697
H 5.129 4.222 -1.962
C 2.361 -3.628 -2.304
C 3.476 -3.400 -1.374
N 4.303 -3.072 -0.676
H 2.161 -4.690 -2.393
H 2.561 -3.257 -3.331
H 1.487 -2.999 -2.038
C -0.523 -3.729 2.129
C -0.690 -2.764 3.185
N -0.927 -1.847 3.838
H -0.982 -4.722 2.295
H 0.545 -3.862 2.071
H -0.943 -3.207 1.209
C -3.446 0.285 1.747
C -4.036 -0.842 2.457
N -4.418 -1.756 2.991
H -4.224 1.049 1.774
H -3.240 -0.021 0.698
H -2.634 0.724 2.399
C -5.731 -3.087 -0.141
C -4.835 -4.104 -0.652
N -4.044 -4.858 -0.960
H -6.755 -3.407 -0.442
H -5.612 -2.078 -0.646
H -5.613 -2.965 0.990
C -2.642 -2.505 -3.109
C -3.362 -1.515 -2.287
N -3.869 -0.684 -1.713
H -2.236 -3.300 -2.486
H -2.014 -1.886 -3.760
H -3.385 -3.116 -3.657
```

Computed properties:
Gap between HOMO and LUMO = 10.24 eV
Lowest unoccupied orbital energy = 0.57 eV
Electronic energy = -49991.457 eV
Molecular weight = 558.77 u
2S+1 = 1
Total charge = 0
E_HOMO = -9.68 eV


(2)
Computed, not measured: 12 unconnected molecules or ions with the total composition C9H40F2N19O9, with ωB97M-V/def2-TZVPD.

XYZ file:
```
79
C9H40F2N19O9 | the OMol25 dataset | ωB97M-V/def2-TZVPD
N 0.124 0.052 0.737
H -0.465 -0.753 0.894
H 0.506 0.440 1.587
H -0.383 0.711 0.163
H 0.957 -0.207 0.227
F 1.423 1.412 2.582
F -2.267 -1.021 1.383
C 1.138 -3.302 -3.672
O 1.640 -4.224 -4.264
N 0.007 -2.773 -3.961
N 1.654 -2.694 -2.619
H -0.288 -3.106 -4.867
H -0.143 -1.864 -3.546
H 1.253 -1.908 -2.128
H 2.240 -3.265 -2.026
C 2.642 -1.553 4.142
O 3.174 -2.361 4.866
N 3.215 -0.369 3.875
N 1.527 -1.652 3.524
H 4.009 -0.081 4.427
H 2.597 0.266 3.391
H 0.871 -2.328 3.890
H 1.145 -0.837 3.066
C 3.350 -0.895 0.140
O 2.394 -1.685 0.224
N 3.377 0.170 0.856
N 4.279 -1.031 -0.818
H 4.134 0.839 0.828
H 2.654 0.400 1.523
H 4.253 -1.880 -1.366
H 4.971 -0.399 -1.194
C -2.434 1.438 3.717
O -2.456 2.308 4.567
N -3.135 1.540 2.676
N -1.750 0.394 3.889
H -2.950 0.905 1.912
H -3.729 2.350 2.571
H -1.754 -0.168 3.050
H -1.144 0.316 4.694
C 1.757 3.554 -0.320
O 1.736 3.851 -1.476
N 0.730 3.364 0.494
N 2.841 3.353 0.284
H -0.193 3.221 0.111
H 0.869 3.073 1.451
H 3.599 3.325 -0.383
H 2.942 3.128 1.263
C -2.350 3.000 -0.675
O -1.812 1.926 -0.892
N -2.305 3.541 0.395
N -2.982 3.705 -1.511
H -1.994 3.001 1.190
H -2.801 4.402 0.576
H -3.444 4.592 -1.369
H -3.045 3.271 -2.420
C 0.810 0.580 -2.704
O 0.544 -0.273 -1.922
N 1.497 0.152 -3.682
N 0.316 1.735 -2.738
H 2.024 0.893 -4.121
H 1.848 -0.788 -3.568
H -0.340 1.979 -2.010
H 0.575 2.521 -3.317
C -3.840 -0.600 -1.936
O -4.648 -0.248 -2.817
N -3.896 -0.322 -0.711
N -2.749 -1.144 -2.350
H -4.712 0.233 -0.496
H -3.120 -0.520 -0.097
H -2.719 -1.199 -3.359
H -1.925 -1.020 -1.780
C -0.886 -4.081 0.031
O -0.306 -5.149 -0.210
N -1.874 -3.713 -0.534
N -0.782 -3.342 1.124
H -2.306 -2.845 -0.250
H -1.953 -4.127 -1.451
H -1.229 -2.444 1.243
H -0.510 -3.767 1.999
```

Computed properties:
Gap between HOMO and LUMO = 8.33 eV
Lowest unoccupied orbital energy = 1.75 eV
Electronic energy = -62164.093 eV
Molecular weight = 596.54 u
2S+1 = 1
Energy relative to the best compared isomer or geometry (same formula, charge and spin) = 101.2 kcal/mol
Total charge = -1
E_HOMO = -6.58 eV


(3)
Computed, not measured: 26 unconnected molecules or ions with the total composition C52H156O26, with ωB97M-V/def2-TZVPD.

XYZ file:
```
234
C52H156O26 | the OMol25 dataset | ωB97M-V/def2-TZVPD
C 2.461 -5.965 2.568
C 2.505 -4.583 3.142
O 3.862 -4.126 3.425
H 3.006 -6.034 1.627
H 1.430 -6.275 2.398
H 2.941 -6.691 3.223
H 1.882 -4.589 4.037
H 2.133 -3.832 2.445
H 3.742 -3.299 3.899
C 3.046 -0.384 2.423
C 3.468 -0.415 3.894
O 2.924 -1.600 4.448
H 3.468 -1.148 1.769
H 3.388 0.555 1.987
H 1.965 -0.460 2.308
H 3.163 0.419 4.527
H 4.544 -0.558 3.984
H 2.011 -1.446 4.704
C 0.846 2.814 3.996
C 0.121 2.356 5.255
O -0.898 1.422 5.052
H 1.656 3.509 4.219
H 0.224 3.305 3.247
H 1.305 2.001 3.432
H -0.363 3.208 5.733
H 0.908 1.958 5.896
H -1.604 1.919 4.632
C -1.557 -5.942 2.200
C -1.337 -7.434 2.346
O -0.356 -7.973 1.484
H -2.050 -5.708 1.257
H -0.607 -5.409 2.238
H -2.224 -5.661 3.015
H -2.223 -7.983 2.030
H -1.074 -7.743 3.358
H -0.724 -7.959 0.597
C -1.469 7.280 2.045
C -2.841 7.532 1.451
O -3.859 6.877 2.140
H -0.855 8.178 2.095
H -0.900 6.486 1.560
H -1.631 6.830 3.024
H -2.859 7.223 0.405
H -2.997 8.610 1.491
H -4.587 6.693 1.542
C 0.193 -4.224 -0.330
C 1.297 -4.068 -1.305
O 1.349 -2.726 -1.721
H -0.734 -3.822 -0.737
H 0.372 -3.612 0.554
H -0.025 -5.253 -0.042
H 1.152 -4.731 -2.158
H 2.245 -4.327 -0.834
H 1.853 -2.768 -2.538
C -5.191 4.185 0.260
C -6.326 5.168 -0.035
O -5.937 6.440 0.362
H -4.985 4.251 1.328
H -4.274 4.596 -0.164
H -5.305 3.188 -0.165
H -7.289 4.841 0.357
H -6.514 5.240 -1.106
H -6.646 7.010 0.055
C -0.424 -3.203 5.768
C -0.738 -1.703 5.899
O 0.212 -0.990 5.182
H 0.587 -3.442 6.096
H -0.544 -3.552 4.742
H -1.157 -3.721 6.386
H -0.734 -1.403 6.947
H -1.745 -1.416 5.594
H -0.208 -0.133 5.075
C -4.831 0.395 5.362
C -6.017 1.225 5.612
O -5.691 2.562 5.177
H -5.105 -0.650 5.504
H -3.999 0.571 6.044
H -4.446 0.405 4.342
H -6.210 1.201 6.684
H -6.885 0.866 5.059
H -6.509 3.063 5.224
C -2.984 -6.402 -4.409
C -3.497 -5.817 -3.101
O -2.321 -5.550 -2.322
H -2.434 -5.641 -4.964
H -3.802 -6.806 -5.004
H -2.276 -7.198 -4.178
H -4.155 -6.488 -2.550
H -4.001 -4.866 -3.275
H -1.890 -4.802 -2.743
C 4.553 1.717 -1.990
C 3.377 2.232 -1.165
O 2.389 2.593 -2.062
H 4.947 2.397 -2.745
H 4.290 0.874 -2.629
H 5.448 1.420 -1.442
H 3.704 3.119 -0.623
H 2.953 1.504 -0.473
H 1.729 3.122 -1.607
C -3.483 2.251 2.404
C -2.972 3.406 3.213
O -3.123 3.020 4.560
H -2.979 1.330 2.699
H -3.343 2.450 1.342
H -4.568 2.187 2.477
H -3.523 4.330 3.038
H -1.955 3.724 2.984
H -4.019 2.772 4.797
C -6.531 -3.017 -2.040
C -5.294 -3.191 -1.163
O -4.682 -1.967 -0.989
H -6.190 -2.804 -3.053
H -7.172 -2.210 -1.686
H -7.109 -3.941 -2.063
H -4.707 -4.017 -1.565
H -5.610 -3.442 -0.151
H -3.988 -2.070 -0.334
C 4.947 -2.965 -0.749
C 5.986 -1.879 -0.901
O 7.262 -2.491 -0.988
H 5.216 -3.602 0.094
H 4.762 -3.391 -1.735
H 3.994 -2.539 -0.436
H 5.960 -1.184 -0.062
H 5.878 -1.363 -1.856
H 7.915 -1.936 -0.556
C -2.019 3.550 -5.470
C -0.620 4.118 -5.540
O -0.225 4.216 -6.917
H -2.781 4.244 -5.825
H -2.316 3.226 -4.473
H -2.124 2.624 -6.034
H 0.051 3.509 -4.934
H -0.585 5.109 -5.089
H 0.034 3.335 -7.198
C 0.294 -5.223 -6.469
C 0.962 -5.656 -5.161
O 2.395 -5.495 -5.157
H 0.616 -5.912 -7.250
H 0.672 -4.271 -6.843
H -0.795 -5.250 -6.522
H 0.630 -6.677 -4.974
H 0.524 -5.024 -4.388
H 2.748 -6.127 -5.788
C -0.891 3.896 -1.757
C -0.539 4.608 -0.512
O 0.856 4.476 -0.332
H -0.828 2.823 -1.577
H -0.180 4.176 -2.535
H -1.889 4.232 -2.039
H -1.123 4.226 0.325
H -0.846 5.653 -0.549
H 1.101 4.926 0.479
C -0.374 1.010 0.868
C 0.414 0.186 -0.160
O -0.327 -1.035 -0.359
H -0.547 0.417 1.766
H -1.293 1.364 0.401
H 0.158 1.919 1.149
H 1.373 -0.082 0.282
H 0.465 0.738 -1.099
H 0.329 -1.639 -0.715
C -2.179 -2.392 -5.293
C -1.022 -2.281 -4.377
O -1.138 -3.144 -3.268
H -3.178 -2.288 -4.870
H -2.040 -3.368 -5.758
H -2.121 -1.608 -6.049
H -0.992 -1.313 -3.875
H -0.066 -2.379 -4.892
H -0.512 -2.825 -2.614
C 4.417 6.881 0.913
C 3.507 5.656 0.793
O 2.377 5.772 1.627
H 3.825 7.797 0.895
H 5.067 6.861 0.038
H 5.001 6.833 1.831
H 4.071 4.788 1.134
H 3.235 5.598 -0.261
H 2.643 5.480 2.502
C 2.159 1.386 -5.872
C 0.967 0.724 -6.527
O 0.528 1.377 -7.644
H 2.380 0.842 -4.954
H 1.954 2.397 -5.521
H 3.055 1.322 -6.490
H 0.125 0.655 -5.838
H 1.120 -0.319 -6.805
H -0.386 1.158 -7.836
C 4.343 3.174 4.709
C 4.627 4.559 4.287
O 3.397 5.201 4.010
H 3.784 2.692 3.907
H 3.709 3.109 5.593
H 5.263 2.625 4.910
H 5.317 4.509 3.445
H 5.089 5.163 5.068
H 3.062 5.425 4.881
C -3.592 1.238 -1.628
C -3.168 0.172 -2.679
O -4.226 -0.491 -3.307
H -4.151 2.066 -2.064
H -2.682 1.572 -1.130
H -4.263 0.865 -0.853
H -2.655 -0.662 -2.201
H -2.624 0.667 -3.483
H -4.579 -1.155 -2.710
C 6.125 1.335 1.766
C 7.347 1.923 2.420
O 8.415 1.005 2.268
H 6.432 1.055 0.758
H 5.305 2.049 1.693
H 5.816 0.476 2.361
H 7.212 2.077 3.490
H 7.605 2.901 2.013
H 9.150 1.339 2.786
C 4.144 -2.238 -5.874
C 3.858 -2.359 -4.390
O 2.568 -2.885 -4.240
H 5.144 -1.844 -6.051
H 3.435 -1.509 -6.267
H 4.043 -3.181 -6.411
H 3.989 -1.370 -3.951
H 4.592 -3.074 -4.017
H 2.524 -3.780 -4.585
C -3.970 -2.540 2.735
C -2.579 -2.278 2.204
O -2.625 -2.127 0.801
H -4.454 -3.448 2.374
H -4.595 -1.718 2.386
H -3.905 -2.572 3.823
H -1.822 -3.023 2.448
H -2.145 -1.376 2.636
H -1.862 -1.654 0.459
```

Computed properties:
Gap between HOMO and LUMO = 9.56 eV
Lowest unoccupied orbital energy = 0.27 eV
Electronic energy = -109683.588 eV
Molecular weight = 1197.79 u
2S+1 = 1
Energy relative to the best compared isomer or geometry (same formula, charge and spin) = 0.0 kcal/mol
Total charge = 0
E_HOMO = -9.29 eV


(4)
Computed, not measured: 2 unconnected molecules or ions with the total composition C11H15FN3, with ωB97M-V/def2-TZVPD.

XYZ file:
```
30
C11H15FN3 | the OMol25 dataset | ωB97M-V/def2-TZVPD
C -4.247 0.378 0.199
C -3.658 0.735 -1.004
C -3.581 -0.475 1.070
C -2.415 0.235 -1.341
C -2.342 -0.982 0.741
C -1.744 -0.638 -0.478
C 2.575 0.301 -0.150
C 0.245 -2.199 -0.328
C 2.302 -1.800 0.822
C -0.474 -1.200 -0.885
C 0.917 1.947 0.640
N 3.203 1.105 -0.998
N 1.556 0.657 0.590
N 2.988 -1.006 -0.009
F 0.102 -0.582 -1.953
H -5.224 0.756 0.456
H -4.170 1.394 -1.687
H -4.043 -0.747 2.006
H -1.968 0.501 -2.287
H -1.831 -1.643 1.423
H 1.049 -2.640 -0.891
H -0.156 -2.769 0.487
H 2.718 -2.812 0.823
H 1.546 2.680 1.152
H 0.689 2.307 -0.364
H -0.016 1.847 1.188
H 2.895 2.056 -1.122
H 3.947 0.777 -1.592
H 1.272 -0.127 1.201
H 3.771 -1.294 -0.600
```

Computed properties:
Gap between HOMO and LUMO = 7.50 eV
Lowest unoccupied orbital energy = -3.92 eV
Electronic energy = -18829.553 eV
Molecular weight = 208.26 u
2S+1 = 1
Energy relative to the best compared isomer or geometry (same formula, charge and spin) = 0.0 kcal/mol
Total charge = +1
E_HOMO = -11.42 eV